(1)
Density functional theory data (the ωB97M-V functional and the def2-TZVPD basis) for C13H11IrN2O9 as an isolated structure.

Geometry as ORCA input:
```
! wB97M-V def2-TZVPD RIJCOSX def2/J DEFGRID3
* xyz 0 1
Ir -0.047 0.662 1.047
O -3.678 2.246 1.729
C -2.808 1.542 1.283
O -1.764 1.125 1.946
C -2.926 0.964 -0.134
C -2.486 -0.513 -0.126
C -2.900 -1.254 -1.384
C -1.970 -0.641 -2.463
C -1.162 0.361 -1.657
O -1.016 -0.364 -0.368
C -1.996 1.573 -1.223
C -1.068 2.723 -0.802
O -1.153 3.803 -1.328
O -0.134 2.413 0.077
H -3.967 1.070 -0.428
H -2.603 -1.041 0.815
H -3.957 -1.090 -1.588
H -2.734 -2.323 -1.275
H -2.511 -0.145 -3.266
H -1.320 -1.395 -2.902
H -0.160 0.580 -2.016
H -2.587 1.946 -2.057
O 4.427 -2.825 2.201
C 4.835 -1.801 1.476
O 5.989 -1.610 1.192
C 3.793 -0.828 1.024
C 4.077 0.264 0.228
N 2.918 0.900 -0.022
N 1.906 0.294 0.602
C 2.407 -0.762 1.235
C 1.399 -1.617 1.985
O 1.782 -2.645 2.519
O 0.191 -1.153 1.996
H 3.440 -2.837 2.337
H 5.023 0.596 -0.163
H 2.760 1.780 -0.490
*
```

The value obtained for the HOMO energy is -9.773 eV. The largest force on an atom comes out at 0.8 eV Å⁻¹.

Here are the Löwdin charges for atoms 1 to 4, given in e: atom 1 (Ir): 1.56, atom 2 (O): 0.12, atom 3 (C): -0.58, atom 4 (O): -0.16

***

(2)
Density functional theory data (the ωB97M-V functional and the def2-TZVPD basis) for a single C13H11N molecule.

Geometry as ORCA input:
```
! wB97M-V def2-TZVPD RIJCOSX def2/J DEFGRID3
* xyz 0 1
C 1.443 2.854 1.041
C 1.021 1.802 0.604
C -3.541 -0.345 0.060
C -3.041 0.944 0.266
C -2.630 -1.421 -0.077
C -1.719 1.168 0.330
C -1.315 -1.136 -0.028
C -0.866 0.106 0.313
C 2.929 -1.349 -0.115
C 2.350 -0.815 -1.211
C 2.297 -1.006 1.139
C 1.171 0.015 -1.267
C 0.622 0.383 0.135
N 1.273 -0.270 1.336
H 1.642 3.761 1.509
H -4.559 -0.669 -0.092
H -3.658 1.866 0.309
H -2.729 -2.544 -0.344
H -1.446 2.223 0.448
H -0.603 -1.927 -0.284
H 3.972 -1.699 -0.117
H 2.632 -1.047 -2.170
H 2.936 -1.335 1.994
H 1.411 0.917 -1.744
H 0.407 -0.475 -2.034
*
```

The energy above the lowest of the compared OMol25 structures with the same formula, charge and spin is 480.6 kJ/mol. The value obtained for the HOMO energy is -9.054 eV. The largest force on an atom comes out at 3.3 eV Å⁻¹. Its SMILES is C#C[C@@]1(c2ccccc2)CC=CC=N1.

Here are the Löwdin charges for atoms 1 to 4, given in e: atom 1 (C): 0.13, atom 2 (C): -0.06, atom 3 (C): -0.06, atom 4 (C): -0.09

***

(3)
Density functional theory data (the ωB97M-V functional and the def2-TZVPD basis) for C13H12BF4N3O12P2Zr as an isolated structure.

Geometry as ORCA input:
```
! wB97M-V def2-TZVPD RIJCOSX def2/J DEFGRID3
* xyz 0 1
Zr 0.113 0.896 1.337
C -5.011 1.350 1.037
C -3.647 1.726 1.595
O -3.828 2.683 2.630
P -2.572 2.508 0.345
O -3.161 3.920 0.007
O -2.720 1.761 -1.031
O -1.162 2.597 0.871
P -2.743 0.224 2.188
O -1.733 1.003 3.228
O -3.565 -0.817 2.787
O -1.757 -0.084 1.029
H -5.527 2.247 0.695
H -5.590 0.881 1.831
H -4.925 0.649 0.208
H -3.098 2.609 3.259
H -2.671 4.656 0.397
H -2.287 0.892 -1.028
H -1.402 0.426 3.933
O 0.522 -0.416 2.819
N 0.236 -1.710 2.962
C 1.241 -2.491 2.794
C 2.566 -2.028 2.471
N 3.621 -1.661 2.211
C 1.025 -3.904 2.944
N 0.889 -5.038 3.042
O 0.316 0.988 -0.807
C 0.870 -0.170 -0.856
O 0.933 -0.787 0.253
C 1.420 -0.726 -2.083
C 1.316 0.008 -3.260
C 1.861 -0.466 -4.450
C 2.503 -1.680 -4.388
O 3.114 -2.346 -5.396
C 3.685 -3.526 -4.818
O 3.289 -3.570 -3.450
C 2.607 -2.414 -3.209
C 2.076 -1.969 -2.034
H 0.814 0.965 -3.234
H 1.796 0.089 -5.374
H 4.772 -3.467 -4.885
H 3.298 -4.402 -5.338
H 2.162 -2.522 -1.109
F 1.894 3.641 1.032
B 2.168 2.712 1.975
F 2.314 1.401 1.325
F 0.852 2.396 2.679
F 3.126 2.965 2.865
*
```

The energy above the lowest of the compared OMol25 structures with the same formula, charge and spin is 38.6 kJ/mol. The value obtained for the HOMO energy is -9.074 eV. The largest force on an atom comes out at 0.6 eV Å⁻¹.

Here are the Löwdin charges for atoms 1 to 4, given in e: atom 1 (Zr): 2.01, atom 2 (C): -0.05, atom 3 (C): -0.59, atom 4 (O): -0.03

***

(4)
Density functional theory data (the ωB97M-V functional and the def2-TZVPD basis) for a single C13H12Cl2N2O4 molecule.

Geometry as ORCA input:
```
! wB97M-V def2-TZVPD RIJCOSX def2/J DEFGRID3
* xyz 0 1
O 0.733 2.076 -2.877
Cl 4.153 -2.832 -0.803
Cl 3.088 -0.144 -1.003
N -2.260 2.786 -1.322
O -2.996 1.774 -0.652
O 1.563 4.710 -2.726
O -0.195 -1.097 2.767
C 0.000 2.865 -2.359
C -1.077 2.225 -1.498
C -1.101 0.817 -1.284
C -2.275 0.663 -0.592
C 2.349 -3.304 1.250
C 1.302 -2.896 2.041
C 1.628 -0.555 1.333
C 2.881 -2.396 0.325
C 2.512 -1.070 0.261
C 0.938 -1.595 2.115
N 0.300 4.224 -2.179
C -1.261 -0.491 2.058
C -2.702 -0.729 -0.039
C -1.598 -1.302 0.823
H 2.024 4.213 -3.504
H -0.402 0.094 -1.461
H 2.765 -4.268 1.326
H 0.782 -3.646 2.641
H 1.532 0.549 1.297
H -0.324 4.914 -1.735
H -1.025 0.551 1.860
H -2.090 -0.358 2.756
H -2.870 -1.482 -0.889
H -3.652 -0.561 0.527
H -2.022 -2.149 1.232
H -0.701 -1.586 0.313
*
```

The energy above the lowest of the compared OMol25 structures with the same formula, charge and spin is 696.5 kJ/mol. The value obtained for the HOMO energy is -9.040 eV. The largest force on an atom comes out at 6.0 eV Å⁻¹. Its SMILES is O=C(NO)c1cc(CCCOc2ccc(Cl)c(Cl)c2)on1.

Here are the Löwdin charges for atoms 1 to 4, given in e: atom 1 (O): 0.08, atom 2 (Cl): 0.63, atom 3 (Cl): 0.73, atom 4 (N): 0.15